A structure of composition C54H60BiCl2Ge2O2S4. Source: OMol25; level of theory: ωB97M-V with the def2-TZVPD basis set.

## Properties
Electronic energy   -9126.243035 Ha

```
! RIJCOSX wB97M-V def2-TZVPD def2/J DEFGRID3
* xyz -1 1
Bi 1.95496 -1.65869 -2.30226
C 5.08098 -2.18918 -1.53470
C 4.35099 -2.83169 -0.54645
C 4.15640 -4.20168 -0.60752
C 4.68604 -4.92911 -1.66013
C 5.40738 -4.28603 -2.65196
C 5.60710 -2.91713 -2.58863
H 5.21729 -1.11820 -1.48654
H 3.91979 -2.26569 0.26627
H 3.57103 -4.69388 0.15459
H 4.52200 -5.99665 -1.71315
H 5.80690 -4.85437 -3.47939
H 6.15925 -2.41543 -3.36976
C -2.03442 6.04385 -2.01093
C -1.04855 5.48048 -1.03177
C -1.35974 5.39092 0.31683
C -0.48077 4.81247 1.21501
C -0.82311 4.72306 2.67069
C 0.73307 4.29589 0.75406
C 1.08973 4.43331 -0.58569
C 2.42469 3.98884 -1.09966
C 0.18567 5.02284 -1.45954
C 1.64317 3.67680 1.74367
C 2.35452 4.52860 2.58340
C 3.17285 4.02508 3.57523
C 3.30359 2.65676 3.71161
C 2.64189 1.79028 2.84805
C 1.78383 2.29828 1.87725
Ge 1.00238 1.03279 0.49618
S 2.65618 0.45051 -0.80160
S -0.12124 -0.87939 1.12200
Ge -1.28879 -0.47119 -0.78361
S -0.38158 -0.98850 -2.78015
S -0.84803 1.77742 -0.66587
C -3.26935 -0.94915 -0.73559
C -3.83027 -1.83666 -1.65333
C -5.21079 -2.02591 -1.67632
C -6.03743 -1.35328 -0.79960
C -5.47504 -0.51580 0.14157
C -4.09669 -0.31857 0.19118
C -3.61295 0.49926 1.32757
C -3.70633 1.88849 1.30654
C -4.09971 2.63138 0.06605
C -3.43276 2.60126 2.46652
C -3.04816 1.96656 3.63385
C -2.77237 2.72813 4.89775
C -2.94570 0.58078 3.63189
C -3.24390 -0.16318 2.50458
C -3.21367 -1.65976 2.55496
C -3.03941 -2.67059 -2.58376
C -2.41089 -3.82167 -2.11329
C -2.44116 -4.18746 -0.65980
C -1.72178 -4.62430 -3.01092
C -1.65948 -4.31782 -4.35996
C -0.88015 -5.17239 -5.30937
C -2.30933 -3.17551 -4.81114
C -2.99754 -2.34894 -3.94276
C -3.63102 -1.07784 -4.42571
C 2.93495 0.34570 2.96074
C 4.14389 -0.13389 2.45124
C 5.10649 0.77236 1.74519
C 4.44294 -1.48057 2.59116
C 3.56810 -2.35868 3.21126
C 3.90238 -3.81516 3.33658
C 2.38758 -1.85639 3.73992
C 2.06736 -0.51178 3.63923
C 0.82757 0.02793 4.28588
H -2.86502 6.52214 -1.49600
H -2.43051 5.24036 -2.63182
H -1.56044 6.77288 -2.66619
H -2.30948 5.77006 0.67017
H -1.78494 5.18861 2.86841
H -0.06615 5.21858 3.27725
H -0.86401 3.67870 2.97285
H 3.01440 3.51455 -0.31997
H 2.98036 4.84079 -1.49071
H 2.29934 3.26947 -1.90613
H 0.44856 5.10841 -2.50436
H 2.26292 5.59642 2.43631
H 3.71835 4.69506 4.22553
H 3.94827 2.24217 4.47464
H -5.62397 -2.72355 -2.39168
H -7.10917 -1.49891 -0.83257
H -6.09640 -0.00576 0.86469
H -4.34401 1.94533 -0.74079
H -3.26646 3.25445 -0.25646
H -4.95850 3.27439 0.25934
H -3.53828 3.67622 2.44573
H -2.98400 3.78701 4.77382
H -1.72830 2.61578 5.18883
H -3.38687 2.34337 5.71146
H -2.64941 0.07442 4.54026
H -3.06015 -2.00726 3.57369
H -2.40037 -2.03867 1.93651
H -4.14576 -2.07483 2.17286
H -3.32679 -3.79281 -0.16591
H -1.55838 -3.77661 -0.16715
H -2.41519 -5.26880 -0.53754
H -1.20696 -5.49857 -2.63851
H -0.62619 -6.12663 -4.85268
H 0.04862 -4.66228 -5.56504
H -1.43765 -5.35056 -6.22842
H -2.25835 -2.91639 -5.86030
H -3.45987 -0.94576 -5.49131
H -3.19268 -0.23382 -3.89145
H -4.70427 -1.07215 -4.23621
H 5.24401 1.70688 2.28609
H 4.71521 1.01423 0.75615
H 6.07135 0.28426 1.62502
H 5.38210 -1.85057 2.20000
H 4.76469 -4.06350 2.72238
H 3.05824 -4.42645 3.02345
H 4.13375 -4.06158 4.37382
H 1.69993 -2.52599 4.23794
H 0.34296 -0.74319 4.88025
H 0.12008 0.36914 3.52992
H 1.07579 0.87501 4.92646
O 2.25958 0.32898 -4.02465
H 1.82230 -0.01570 -4.84560
H 1.66075 0.99358 -3.66448
O 0.78091 -0.81079 -5.92164
H 1.19256 -1.67832 -5.74315
H -0.02615 -0.81701 -5.39621
Cl 1.98771 -3.22313 -4.55670
Cl 1.01111 -3.38956 -0.70779
*
```

Atomic partial charges in e from the Mulliken method, atoms 1 to 6: Bi 1.441; C -0.102; C -0.897; C -0.401; C -0.585; C -0.469